Computed, not measured: C42H36CrN4P2S as an isolated structure, with ωB97M-V/def2-TZVPD.

Values from the calculation:
lowest unoccupied orbital energy (alpha / beta)	-5.5 / -5.5	eV
total charge	+2
2S+1	5
E_HOMO (alpha / beta)	-12.359 / -12.358	eV
orbital gap (alpha / beta)	6.838 / 6.846	eV

Last column: Löwdin spin population.
CARTESIAN COORDINATES (ANGSTROEM)
Cr 0.352 1.380 -0.754  3.824
C -0.316 -1.535 1.435  0.003
N -1.547 -1.895 0.758  0.001
C -2.007 -1.263 -0.449  0.007
P -1.893 0.581 -0.387  0.013
C -3.196 1.108 -1.539  0.002
C -3.490 0.343 -2.671  -0.001
C -4.454 0.772 -3.575  0.000
C -5.123 1.970 -3.358  -0.002
C -4.831 2.737 -2.236  0.001
C -3.869 2.312 -1.328  -0.001
C -2.436 1.025 1.272  0.000
C -3.576 0.440 1.822  -0.001
C -3.978 0.789 3.101  0.000
C -3.251 1.725 3.832  0.001
C -2.118 2.314 3.291  0.001
C -1.711 1.959 2.011  0.011
C -2.240 -3.037 1.238  0.000
C -2.233 -3.325 2.601  0.000
C -2.898 -4.446 3.079  0.000
C -3.589 -5.281 2.212  0.000
C -3.600 -4.992 0.855  0.000
C -2.919 -3.883 0.364  0.000
P 0.975 -0.673 0.450  0.010
C 1.342 -1.756 -0.964  0.004
C 2.231 -1.269 -1.928  0.006
C 2.586 -2.048 -3.019  0.001
C 2.052 -3.323 -3.157  0.000
C 1.175 -3.817 -2.200  0.001
C 0.817 -3.038 -1.104  -0.001
C 2.411 -0.813 1.538  0.002
C 2.862 0.307 2.230  0.002
C 3.963 0.217 3.072  0.000
C 4.614 -0.999 3.219  0.000
C 4.164 -2.124 2.533  0.000
C 3.068 -2.035 1.691  -0.001
H 0.164 -2.436 1.816  0.000
H -0.478 -0.881 2.300  0.000
H -3.059 -1.498 -0.586  0.000
H -1.484 -1.595 -1.355  0.001
H -2.987 -0.603 -2.844  0.000
H -4.693 0.165 -4.440  0.000
H -5.881 2.301 -4.059  0.000
H -5.361 3.665 -2.062  0.000
H -3.660 2.907 -0.446  0.000
H -4.147 -0.292 1.259  0.000
H -4.860 0.330 3.531  0.000
H -3.574 1.997 4.830  0.000
H -1.558 3.045 3.862  0.000
H -0.825 2.418 1.588  0.009
H -1.722 -2.665 3.294  0.000
H -2.886 -4.658 4.141  0.000
H -4.113 -6.150 2.590  0.000
H -4.128 -5.640 0.167  0.000
H -2.913 -3.690 -0.704  0.000
H 2.686 -0.291 -1.798  0.003
H 3.291 -1.671 -3.752  0.000
H 2.330 -3.939 -4.005  0.000
H 0.770 -4.816 -2.299  0.000
H 0.131 -3.442 -0.366  0.000
H 2.340 1.251 2.121  0.002
H 4.311 1.093 3.607  0.000
H 5.477 -1.076 3.871  0.000
H 4.672 -3.073 2.655  0.000
H 2.732 -2.914 1.150  0.000
N 3.740 3.150 -2.131  0.008
C 4.147 3.466 -0.834  0.000
C 5.306 4.064 -0.348  0.001
C 5.352 4.283 1.010  0.000
C 4.277 3.932 1.851  0.001
C 3.140 3.333 1.355  0.001
C 3.095 3.084 -0.014  0.005
N 2.078 2.539 -0.812  0.013
C 2.521 2.613 -2.061  0.017
C 1.639 2.239 -3.171  0.010
C 1.858 2.191 -4.500  0.002
S 0.419 1.752 -5.302  0.009
C -0.401 1.663 -3.828  0.020
N 0.337 1.932 -2.787  0.014
H 4.262 3.329 -2.973  0.000
H 6.125 4.353 -0.999  0.000
H 6.228 4.751 1.440  0.000
H 4.343 4.156 2.909  0.000
H 2.304 3.093 2.000  0.001
H 2.772 2.384 -5.045  0.000
H -1.458 1.424 -3.764  0.001

Force components x, y, z for each atom (eV/Å):
0.09 0.11 0.29
-0.24 0.10 -0.19
0.03 -0.16 0.05
0.22 0.03 0.19
-0.53 -0.08 -0.05
0.07 0.05 -0.05
-0.01 -0.05 0.02
0.03 -0.01 0.01
-0.03 0.04 0.00
0.05 -0.03 0.03
-0.03 0.00 -0.06
0.02 0.09 -0.01
-0.05 -0.06 0.06
0.00 0.00 0.04
-0.06 -0.04 0.01
0.02 -0.03 -0.04
-0.13 -0.08 0.04
0.10 0.17 -0.07
0.03 -0.05 0.13
0.01 0.04 0.01
0.01 0.01 -0.02
0.04 0.05 -0.02
-0.09 -0.05 -0.06
0.17 -0.22 0.08
0.04 0.08 0.01
0.00 -0.04 -0.01
0.00 0.05 0.02
-0.02 -0.05 0.01
-0.02 0.02 0.01
-0.03 -0.10 -0.02
0.06 0.09 -0.01
-0.13 -0.05 0.09
-0.06 -0.02 -0.05
0.02 -0.03 0.00
0.02 0.01 0.02
0.04 -0.02 0.01
0.03 -0.14 0.04
0.00 0.06 0.09
-0.15 -0.05 0.04
0.04 -0.05 -0.09
-0.04 0.05 -0.02
0.02 0.02 0.05
0.07 -0.02 0.06
0.02 -0.03 0.00
-0.01 -0.02 -0.03
0.03 0.06 0.04
0.04 0.03 -0.02
0.01 -0.03 -0.05
-0.03 -0.04 -0.05
0.11 0.09 -0.05
-0.06 -0.08 -0.04
0.00 0.02 -0.05
0.02 0.04 -0.02
0.03 0.03 0.03
-0.01 -0.04 0.08
0.00 0.02 -0.01
-0.05 -0.03 0.06
-0.02 0.05 0.07
0.02 0.04 0.00
0.04 0.03 -0.05
0.07 -0.36 0.03
-0.01 -0.05 -0.03
-0.07 0.00 -0.04
-0.02 0.06 -0.01
0.02 0.05 0.01
0.46 0.10 0.00
0.10 -0.03 -0.30
0.06 0.02 -0.10
-0.04 -0.02 0.11
0.04 0.03 -0.05
-0.02 0.21 0.08
-0.39 -0.10 -0.04
0.35 -0.14 -0.13
-0.47 0.12 0.01
-0.11 0.11 0.59
0.22 -0.02 -0.32
-0.05 0.03 -0.34
-0.20 0.00 -0.02
0.40 0.08 0.02
0.01 0.03 -0.01
-0.10 -0.03 0.07
-0.04 -0.02 0.00
0.01 -0.01 -0.05
0.08 0.20 -0.07
-0.13 -0.03 0.05
0.12 -0.02 0.01

***

Computed, not measured: C42H36F2NP2V as an isolated structure, with ωB97M-V/def2-TZVPD.

Values from the calculation:
lowest unoccupied orbital energy (alpha / beta)	2.4 / 2.4	eV
total charge	-1
2S+1	2
E_HOMO (alpha / beta)	-3.514 / -2.957	eV
orbital gap (alpha / beta)	5.950 / 5.395	eV

Last column: Löwdin spin population.
CARTESIAN COORDINATES (ANGSTROEM)
V -0.289 -0.673 1.003  1.043
C -1.812 -2.143 2.875  -0.003
C -1.563 -1.815 4.205  0.021
C -1.825 -0.434 4.381  0.001
C -2.245 0.092 3.166  0.022
C -2.213 -0.953 2.195  -0.004
H -1.728 -3.121 2.424  0.000
H -1.205 -2.493 4.968  0.002
H -1.696 0.122 5.300  -0.001
H -2.532 1.118 2.979  0.000
H -2.731 -0.924 1.233  -0.003
N -0.926 1.425 -1.302  -0.015
P -1.130 1.813 0.352  -0.011
C -0.238 3.410 0.493  -0.004
C -0.618 4.541 -0.234  -0.001
C 0.150 5.693 -0.197  0.000
C 1.308 5.732 0.572  0.000
C 1.687 4.619 1.306  0.000
C 0.917 3.463 1.265  -0.001
C -2.862 2.381 0.450  0.000
C -3.840 1.703 -0.275  0.000
C -5.179 2.029 -0.128  0.000
C -5.561 3.029 0.755  0.001
C -4.595 3.699 1.492  0.000
C -3.254 3.377 1.342  0.001
P 0.149 0.088 -1.231  -0.028
C -0.368 -0.926 -2.660  -0.004
C -1.718 -0.984 -2.998  -0.002
C -2.157 -1.825 -4.009  -0.001
C -1.252 -2.635 -4.681  -0.001
C 0.093 -2.592 -4.340  -0.001
C 0.534 -1.738 -3.341  -0.002
C 1.691 0.827 -1.909  -0.008
C 2.849 0.724 -1.149  -0.001
C 4.032 1.312 -1.580  0.000
C 4.060 2.016 -2.774  0.000
C 2.907 2.120 -3.545  -0.001
C 1.733 1.522 -3.117  -0.001
H -0.822 2.155 -2.000  -0.002
H -1.527 4.518 -0.825  0.000
H -0.151 6.563 -0.768  0.000
H 1.910 6.632 0.599  0.000
H 2.585 4.645 1.909  0.000
H 1.208 2.588 1.832  -0.001
H -3.541 0.912 -0.950  -0.001
H -5.929 1.493 -0.697  0.000
H -6.608 3.279 0.875  0.000
H -4.887 4.473 2.191  0.000
H -2.506 3.903 1.923  0.000
H -2.424 -0.368 -2.456  -0.001
H -3.210 -1.860 -4.263  0.000
H -1.594 -3.305 -5.459  0.000
H 0.800 -3.236 -4.848  0.000
H 1.585 -1.716 -3.076  0.000
H 2.803 0.182 -0.213  -0.001
H 4.929 1.221 -0.980  0.000
H 4.979 2.482 -3.110  0.000
H 2.930 2.662 -4.482  0.000
H 0.844 1.583 -3.738  0.000
F 4.595 -4.722 2.608  0.000
C 3.851 -3.581 2.527  0.000
C 4.400 -2.464 1.941  0.000
C 3.637 -1.304 1.862  0.000
C 2.322 -1.244 2.343  0.000
C 1.467 -0.051 2.154  -0.008
C 1.823 -2.406 2.957  0.001
C 2.573 -3.566 3.050  0.000
H 5.413 -2.500 1.559  0.000
H 4.081 -0.418 1.422  0.000
H 0.902 0.169 3.074  -0.001
H 2.086 0.815 1.911  -0.002
H 0.814 -2.392 3.351  0.001
H 2.171 -4.460 3.510  0.000
F 0.232 -6.109 -2.143  0.002
C 0.102 -4.965 -1.409  0.007
C 1.236 -4.312 -0.979  -0.003
C 1.081 -3.128 -0.262  0.007
C -0.173 -2.597 0.065  -0.006
C -1.281 -3.328 -0.377  0.008
C -1.163 -4.497 -1.124  -0.001
H 2.214 -4.717 -1.211  0.000
H 1.984 -2.609 0.052  0.000
H -2.284 -2.975 -0.149  0.000
H -2.030 -5.041 -1.480  0.000

Force components x, y, z for each atom (eV/Å):
0.21 0.30 -0.03
0.05 0.02 -0.01
0.03 -0.02 0.02
-0.01 0.01 -0.04
0.03 0.05 0.00
-0.19 -0.06 0.04
0.01 -0.01 0.03
0.00 0.00 0.00
0.00 0.00 0.00
-0.03 -0.01 0.02
0.07 0.00 -0.04
-0.03 0.19 0.09
0.09 -0.39 -0.07
0.01 0.04 0.00
-0.01 -0.03 -0.01
0.01 0.02 -0.01
-0.01 -0.03 0.01
0.02 0.04 0.00
-0.06 -0.04 0.03
-0.08 0.00 0.01
0.06 0.01 0.01
-0.05 0.02 0.01
0.03 -0.03 -0.02
-0.01 0.03 0.03
0.01 -0.02 -0.03
-0.01 -0.23 0.10
-0.09 0.05 -0.05
0.03 0.01 -0.03
0.00 -0.01 -0.01
0.00 0.01 0.02
0.01 -0.03 -0.04
0.00 0.01 0.05
0.04 0.01 -0.10
-0.05 0.01 -0.01
0.04 0.02 -0.02
0.00 -0.02 0.03
-0.03 0.01 -0.03
0.05 -0.02 -0.01
0.03 0.02 0.04
0.00 0.01 -0.01
-0.01 0.00 0.00
0.00 0.00 0.00
0.00 0.00 0.00
0.01 0.00 0.00
0.00 0.00 0.00
0.01 0.00 0.00
0.00 0.00 0.00
0.00 0.00 0.00
-0.01 0.01 0.01
0.00 0.00 0.00
0.00 0.00 0.00
0.00 0.00 0.00
0.01 0.00 0.01
0.00 0.00 -0.01
-0.01 0.00 0.01
0.00 0.00 0.00
0.01 0.00 0.00
0.00 0.00 0.00
-0.01 0.00 0.00
-0.01 0.00 0.00
-0.04 -0.01 0.02
0.05 0.04 -0.03
-0.02 -0.03 0.01
0.02 -0.06 0.04
-0.10 -0.05 -0.04
0.02 0.05 -0.01
0.05 -0.03 0.00
0.00 0.00 0.00
0.00 0.00 0.00
-0.02 0.01 -0.01
0.01 -0.01 -0.02
-0.01 0.00 0.01
-0.01 0.00 0.00
0.01 0.00 0.00
0.00 0.03 0.02
0.02 -0.03 -0.01
-0.02 -0.04 0.01
-0.10 0.27 0.07
0.05 -0.04 -0.05
-0.05 -0.02 0.00
0.00 0.00 0.00
0.00 0.00 -0.01
0.00 0.00 0.00
0.00 0.00 0.00

***

For the records above, the corresponding ΔE to the lowest compared entry with this formula, charge and spin values read 15.74; 26.81 kcal per mole.
For the records above, the corresponding F_max values read 0.012; 0.008 hartree/bohr.